{
  "formula": "C25H40F15N2O18P",
  "method": "ωB97M-V/def2-TZVPD",
  "species": ["O", "H", "H", "N", "F", "H", "C", "O", "F", "H", "C", "H", "H", "H", "H", "C", "F", "O", "O", "H", "O", "C", "O", "H", "C", "C", "H", "H", "O", "H", "H", "C", "H", "H", "C", "C", "H", "C", "H", "H", "H", "C", "H", "C", "O", "F", "O", "F", "F", "H", "C", "F", "F", "C", "C", "C", "C", "C", "H", "O", "H", "P", "H", "F", "H", "O", "O", "H", "H", "O", "C", "H", "C", "N", "H", "F", "H", "C", "H", "O", "F", "H", "C", "O", "F", "H", "H", "H", "O", "F", "H", "H", "O", "H", "F", "C", "H", "C", "O", "F", "C"],
  "positions_angstrom": [[0.62523, 1.14113, -1.58697], [6.68624, 0.19386, 0.05534], [0.90706, 1.08800, -5.05597], [-6.17517, -2.60157, -2.74207], [-1.74349, -1.13184, 5.94622], [-5.05267, -2.05216, -1.02917], [1.89176, 1.42565, -1.89591], [3.25987, 1.50610, -5.68908], [-2.68855, -6.88433, 1.04922], [0.48556, -5.02628, 4.25175], [0.93782, 0.96715, -7.23579], [2.28056, 2.29327, -1.36284], [-6.34582, -5.79250, -1.09333], [6.33911, -1.33945, 0.59313], [-7.94565, -5.86861, -0.34400], [5.98697, -0.31554, 0.71840], [-1.80441, 4.54687, 0.35626], [-0.71392, 5.96270, -2.00848], [0.02467, 2.29971, 6.51767], [-0.28121, 0.43865, 2.27885], [-4.89068, -5.76216, 1.12391], [3.01639, 2.16449, -6.68951], [-4.18851, -3.97139, -0.13773], [-1.15814, -5.59094, 6.33679], [3.95856, 3.29345, -7.18609], [3.86029, 1.82251, 1.53637], [2.00913, 1.83695, -2.89848], [-6.25107, -0.82952, -1.54391], [1.26652, 5.42703, -0.93658], [1.00823, 1.46832, 1.88250], [-6.63023, -6.18692, 1.84514], [0.24102, 1.20635, -5.91066], [2.59043, 0.60387, -1.73897], [-2.60632, -0.77731, 0.49678], [-0.50325, -4.59823, 4.41642], [2.16128, 6.04282, -1.89133], [4.15588, 6.07229, -2.12370], [2.15718, 1.80523, 5.67745], [4.28233, -0.56547, -0.75426], [-0.50172, 1.44705, 0.85844], [-0.04560, 2.25362, -5.81475], [-0.63064, -2.17521, 4.24277], [-1.53229, -6.48877, 4.89813], [-6.24417, -5.51793, 1.07604], [-6.32769, -3.68091, -2.32002], [-1.90918, -4.98015, 1.36738], [4.11678, 1.26247, 0.28211], [-0.73606, 0.21532, 4.72958], [-1.19312, 6.51190, 0.80208], [-2.65071, -1.97522, -0.70257], [-0.69157, -1.00494, 5.24391], [-0.00124, 4.88702, 1.38795], [3.55374, 3.66856, -8.42544], [-4.02502, -5.04610, 0.43860], [-2.63757, -5.70072, 0.53667], [0.23107, 0.86329, 1.41552], [3.58676, 3.30657, 1.41743], [3.49277, 5.68478, -1.35025], [-0.95678, -4.58799, 3.42531], [1.07193, -1.51793, -1.48366], [-1.16789, -1.89706, 0.35227], [0.31101, -0.40295, -0.95315], [-4.71174, -1.00265, -2.39260], [5.25901, 2.83730, -7.19907], [-6.83564, -7.22679, -0.16970], [1.93081, 1.95904, -7.53859], [0.69394, -0.19912, 0.62836], [3.12021, 2.31454, 5.64177], [2.11386, 0.92195, 6.31466], [-6.60038, -2.26439, -3.83857], [-5.50571, -1.54879, -1.88326], [3.44683, 4.59577, -1.35602], [-6.89726, -6.13967, -0.21955], [1.08168, 2.78558, 6.08354], [-2.43332, -5.02388, 5.29706], [2.39637, 3.40626, 0.91667], [0.21500, 1.11503, -8.03814], [-1.94743, -1.33849, -0.16584], [2.00273, 5.49077, -2.81773], [-1.28756, -0.43170, -0.97188], [3.77859, 4.31315, -6.26479], [3.79222, -0.68613, 0.84123], [4.49883, -0.13293, 0.22254], [-0.78010, -2.06419, 3.00890], [4.49331, 3.89048, 0.66402], [-6.65010, -4.54352, 1.34783], [6.12735, 0.01792, 1.74661], [3.77602, 6.02519, -0.35427], [3.55941, 1.21996, 2.54867], [-1.94462, -5.65524, -0.62191], [1.91630, 1.46850, 4.66914], [-0.60650, 0.55637, -5.69304], [-0.46871, -3.30642, 4.99474], [1.99971, 7.11998, -1.93268], [0.43100, -1.14181, 5.98176], [-0.82053, 5.35863, 0.43340], [1.43962, 0.00610, -7.34829], [-0.11642, 5.52793, -1.02206], [1.17078, 4.01437, 5.87889], [3.53811, 3.79994, 2.66592], [-1.44150, -5.47593, 5.29057]],
  "forces_ev_per_a": [[-4.4, -3.4, 1.5], [-0.2, 0.6, 0.1], [0.2, -0.3, -0.2], [-0.1, 3.1, -1.8], [-2.3, -0.5, 2.2], [-0.3, -0.1, -0.1], [3.8, 1.5, -1.0], [-0.4, 1.5, -2.0], [0.0, -2.1, -0.1], [0.2, 0.3, 0.6], [-0.2, -0.1, 0.2], [-0.2, -0.1, 0.9], [-0.2, 0.0, -0.1], [-0.5, -0.3, 0.4], [0.1, 0.2, 0.2], [-0.8, 0.0, -1.2], [-2.4, -1.6, -0.4], [1.2, -1.5, 2.8], [1.9, 0.2, -0.4], [-0.2, -0.2, -0.1], [1.8, 0.2, -0.2], [-1.4, -2.8, 0.6], [0.1, -2.5, 1.3], [0.4, 0.3, -0.1], [-0.8, -0.5, 0.3], [-1.1, -3.3, -0.7], [-0.3, -0.7, -0.6], [-0.2, -0.2, -0.2], [-3.1, 0.0, 1.1], [0.3, 0.0, -0.7], [0.1, 0.2, 0.4], [0.6, 0.3, 1.0], [0.0, 0.0, -0.2], [0.4, 0.0, 0.5], [-1.4, -1.6, -0.4], [-1.1, -0.4, 0.6], [0.7, -0.3, 0.3], [0.0, 0.4, -0.2], [0.4, 0.8, -0.3], [0.2, 0.4, 0.1], [-0.4, 0.0, -0.4], [-0.5, -1.0, -3.4], [0.1, 0.1, -0.3], [-3.8, -1.7, -0.4], [0.0, -3.0, 1.9], [0.6, 1.2, 1.1], [0.4, 1.2, 1.7], [0.5, -0.1, -0.7], [-1.2, 3.1, 0.8], [0.6, -0.2, -0.5], [2.0, -0.3, -1.5], [0.5, -0.2, -0.2], [1.3, 0.3, 1.4], [-0.4, 2.3, -1.4], [0.7, 1.5, -0.8], [-1.3, 0.2, 0.9], [0.9, -1.3, 1.5], [0.4, -0.4, -0.9], [0.0, 0.5, 0.0], [0.0, -0.2, -0.4], [-0.8, -0.5, 0.5], [0.3, 3.2, 1.6], [-0.3, -0.3, -0.5], [-2.0, 1.3, 0.0], [0.1, 0.0, 0.0], [2.3, 1.5, 1.2], [0.6, -0.9, -1.8], [-0.2, -0.1, 0.2], [0.0, 0.4, 0.2], [0.4, 0.7, 0.2], [0.4, -0.1, 0.6], [0.8, 0.0, 0.0], [1.0, 0.7, 0.4], [-2.4, 1.4, 0.0], [0.0, 0.0, -0.1], [-1.5, 0.8, -1.1], [0.2, -0.2, -0.1], [-0.8, -1.0, 1.3], [0.0, 0.7, -0.4], [1.8, 1.9, -2.1], [1.0, -0.9, -1.7], [0.2, 0.0, 0.5], [0.7, -0.7, 1.6], [0.6, -0.6, 4.1], [0.3, 0.8, 0.1], [0.9, 0.4, -0.4], [-0.1, -0.1, -0.1], [-0.4, 0.3, -0.2], [1.1, 0.6, -1.5], [-0.9, -0.7, 0.1], [-0.1, 0.2, 0.0], [-0.1, 0.0, -0.5], [0.1, 1.9, -0.9], [-0.4, -0.1, -0.3], [-0.1, 0.6, 0.4], [3.5, -1.5, -1.8], [-0.3, -0.2, 0.3], [1.2, 2.0, -1.7], [1.0, -2.5, 0.2], [0.5, 0.6, -0.5], [0.3, 0.3, -0.1]],
  "mulliken_charge": [-0.23, 0.33, 0.09, 0.94, -0.25, 0.14, -0.21, -0.54, -0.24, 0.33, -0.19, -0.14, 0.23, 0.43, 0.37, -1.29, -0.27, -0.55, -0.50, 0.04, -0.25, 0.40, -0.48, 0.34, 0.81, 0.20, 0.19, 0.31, -0.10, -0.11, 0.27, -0.88, 0.19, 0.18, 0.40, -0.33, 0.44, -0.40, 0.45, 0.38, 0.33, 0.30, 0.39, -0.29, -0.50, -0.29, -0.19, -0.24, -0.25, -0.01, 1.07, -0.20, -0.22, 0.29, 0.81, -0.20, 0.93, -0.83, -0.22, -0.78, 0.52, 1.16, 0.31, -0.23, 0.33, -0.29, -0.09, 0.29, 0.28, -0.58, -0.56, 0.03, -0.97, 0.86, 0.32, -0.09, 0.23, -0.54, 0.28, -0.47, -0.22, 0.28, -0.28, -0.51, -0.28, 0.36, 0.31, 0.27, -0.53, -0.25, 0.01, 0.39, -0.29, 0.36, -0.28, 0.92, 0.30, 0.30, -0.53, -0.25, -1.25],
  "de_lowest_kcal_mol": 0.00,
  "fmax_ev_per_a": 5.76,
  "gap_ev": 10.75,
  "spin_multiplicity": 1,
  "charge": 0
}